Entry from the OMol25 dataset: 2 unconnected molecules or ions with the total composition BrH2NO (wB97M-V/def2-TZVPD).

Gap between HOMO and LUMO (alpha / beta), eV: 6.121 / 6.118
Total charge: 0
DFT total energy, a.u.: -2704.9607

Geometry as XYZ:
```
5
Properties=species:S:1:pos:R:3:forces:R:3
N -1.152701 -0.363400 -0.096653 1.30 -4.10 2.23
O 0.892890 0.187466 1.230367 -3.20 -1.50 -0.29
Br 1.954989 0.971969 0.186757 1.37 0.97 -1.19
H -0.735214 -1.178918 -0.667073 -0.44 1.28 1.27
H -0.959964 0.382883 -0.653399 0.97 3.34 -2.03
```
Forces are in eV/Å.

***

Entry from the OMol25 dataset: a molecular structure, BrH2NO2S (wB97M-V/def2-TZVPD).

Gap between HOMO and LUMO (alpha / beta), eV: 6.854 / 6.874
Total charge: 0
DFT total energy, a.u.: -3178.5462

Geometry as XYZ:
```
7
Properties=species:S:1:pos:R:3:forces:R:3
N 0.955829 0.605261 -0.098670 -2.27 -0.32 0.09
O -0.393311 -1.204436 1.187555 -0.90 0.89 0.04
O -0.286035 -1.246008 -1.259964 -0.83 0.81 -0.02
S -0.402134 -0.481094 -0.052198 1.30 0.40 -0.23
Br -2.687065 1.452425 -0.191951 2.01 -1.66 0.16
H 1.132998 0.872839 0.859492 0.10 0.14 0.25
H 1.679721 0.001016 -0.444262 0.58 -0.26 -0.27
```
Forces are in eV/Å.

***

Entry from the OMol25 dataset: BrH2NOS in the gas phase (wB97M-V/def2-TZVPD).

Structure (SMILES): N=[S@H](=O)Br
Gap between HOMO and LUMO (alpha / beta), eV: 7.689 / 7.698
Total charge: 0
DFT total energy, a.u.: -3103.2334

Geometry as XYZ:
```
6
Properties=species:S:1:pos:R:3:forces:R:3
N -0.323765 -1.565366 -0.248849 0.84 4.48 0.33
S -0.153811 0.193035 0.293278 3.96 -3.59 -1.52
O -0.701199 0.394736 1.586561 -1.19 0.19 0.46
Br -0.446586 2.137988 -1.025652 -0.14 -1.09 0.45
H 0.261776 -1.743149 -1.129967 -0.76 0.94 1.21
H 1.363585 0.582755 0.524629 -2.71 -0.94 -0.94
```
Forces are in eV/Å.

***

Entry from the OMol25 dataset: 2 unconnected molecules or ions with the total composition BrH2NOS (wB97M-V/def2-TZVPD).

Multiplicity: 3
Gap between HOMO and LUMO (alpha / beta), eV: 8.457 / 8.937
Total charge: 0
DFT total energy, a.u.: -3103.2735

Geometry as XYZ:
```
6
Properties=species:S:1:pos:R:3:forces:R:3
N 0.041392 -0.162545 0.266154 -0.23 -0.52 1.93
O 3.224154 -1.647580 1.388225 0.85 -0.30 1.42
S 2.619962 -1.076076 0.213048 0.07 0.01 -1.04
Br 1.776672 -2.784994 -0.901320 -0.20 0.01 -0.29
H -0.532123 -0.676702 -0.371657 -0.39 0.16 -1.02
H 0.495756 0.651320 -0.093813 -0.10 0.63 -1.00
```
Forces are in eV/Å.

***

Entry from the OMol25 dataset: a molecular structure, BrH2NS (wB97M-V/def2-TZVPD).

Gap between HOMO and LUMO (alpha / beta), eV: 7.941 / 7.511
Total charge: 0
DFT total energy, a.u.: -3028.0741

Geometry as XYZ:
```
5
Properties=species:S:1:pos:R:3:forces:R:3
N 0.037308 0.545481 -0.115970 -1.71 0.50 0.17
S 1.077041 -0.674965 -0.085874 0.35 -0.61 0.23
Br -2.269718 -0.072907 0.024406 1.29 0.25 -0.10
H -0.124478 0.846714 -1.074072 0.03 -0.07 -0.10
H 1.279849 -0.644325 1.251510 0.05 -0.07 -0.21
```
Forces are in eV/Å.

***

Entry from the OMol25 dataset: 2 unconnected molecules or ions with the total composition BrH2O2P (wB97M-V/def2-TZVPD).

Structure (SMILES): O=PO.Br
Gap between HOMO and LUMO, eV: 10.064
Total charge: 0
DFT total energy, a.u.: -3067.0819

Geometry as XYZ:
```
6
Properties=species:S:1:pos:R:3:forces:R:3
O 2.256458 -1.019690 -0.852460 0.95 -1.37 -0.57
P 1.549859 0.141236 -0.381234 -1.70 0.98 0.95
O 0.119939 -0.339863 0.319422 0.84 -1.20 -0.41
H 0.024590 -1.342468 0.329045 0.09 1.56 -0.05
Br -2.620925 1.650419 0.486980 1.71 -0.93 -0.59
H -1.329921 0.910366 0.098246 -1.89 0.95 0.68
```
Forces are in eV/Å.

***

Entry from the OMol25 dataset: 2 unconnected molecules or ions with the total composition BrH2O2PS (wB97M-V/def2-TZVPD).

Gap between HOMO and LUMO (alpha / beta), eV: 6.851 / 6.920
Total charge: 0
DFT total energy, a.u.: -3465.2086

Geometry as XYZ:
```
7
Properties=species:S:1:pos:R:3:forces:R:3
O -0.090359 0.521556 1.359435 -0.40 0.25 0.17
O 0.123022 0.860913 -1.049144 -0.09 0.24 0.33
P -0.368087 -0.257266 -0.001910 1.00 -0.46 -0.23
S 1.910233 -2.057086 -0.081368 -1.04 0.69 0.04
Br -2.576211 0.032199 -0.044152 0.14 -0.20 -0.01
H 0.755187 0.328291 1.770407 0.34 -0.24 0.00
H 0.246216 0.571395 -1.953267 0.05 -0.29 -0.31
```
Forces are in eV/Å.

***

Entry from the OMol25 dataset: 2 unconnected molecules or ions with the total composition BrH2O2PS (wB97M-V/def2-TZVPD).

Structure (SMILES): O=P(O)=S.Br
Gap between HOMO and LUMO, eV: 9.728
Total charge: 0
DFT total energy, a.u.: -3465.2816

Geometry as XYZ:
```
7
Properties=species:S:1:pos:R:3:forces:R:3
O 3.107497 0.549354 1.511735 -0.33 -0.28 1.21
P 3.488607 0.599343 0.130562 1.43 0.47 -2.99
O 4.642165 -0.448860 -0.261238 -0.58 -0.35 0.70
S 3.122480 1.817642 -1.306766 -0.20 -0.60 0.76
H 4.719377 -0.859718 -1.141631 -0.32 0.76 0.32
Br -2.803246 1.197974 0.252365 0.03 0.04 0.18
H -2.597372 1.530265 1.623205 -0.02 -0.05 -0.18
```
Forces are in eV/Å.

***

Entry from the OMol25 dataset: BrH2OP in the gas phase (wB97M-V/def2-TZVPD).

Structure (SMILES): OPBr
Gap between HOMO and LUMO, eV: 10.155
Total charge: 0
DFT total energy, a.u.: -2991.8224

Geometry as XYZ:
```
5
Properties=species:S:1:pos:R:3:forces:R:3
O -0.438682 0.221994 -0.480987 0.02 0.00 0.01
P 0.112186 -0.232067 0.993663 -0.73 -0.12 -0.04
Br 0.548422 1.719336 1.969095 0.16 0.22 0.14
H -1.348472 0.438981 -0.394401 -1.51 0.36 -0.34
H 1.263566 -0.359750 0.304402 2.05 -0.45 0.23
```
Forces are in eV/Å.

***

Entry from the OMol25 dataset: 2 unconnected molecules or ions with the total composition BrH3NP (wB97M-V/def2-TZVPD).

Gap between HOMO and LUMO (alpha / beta), eV: 7.391 / 8.940
Total charge: 0
DFT total energy, a.u.: -2971.8224

Geometry as XYZ:
```
6
Properties=species:S:1:pos:R:3:forces:R:3
N -0.081871 -0.945016 -0.312228 1.23 -0.26 -1.40
P -0.773431 0.537318 0.198447 0.57 -0.21 -1.24
Br -0.388280 0.342694 2.328244 0.28 0.14 0.60
H -0.426494 -1.254808 -1.272966 0.80 0.65 1.80
H 0.969443 -1.150836 -0.182921 -2.39 0.49 -0.24
H 0.700634 2.470648 -0.758576 -0.50 -0.80 0.48
```
Forces are in eV/Å.

***

Entry from the OMol25 dataset: BrH3P2 in the gas phase (wB97M-V/def2-TZVPD).

Structure (SMILES): [PH2]#[PH]Br
Gap between HOMO and LUMO, eV: 9.302
Total charge: 0
DFT total energy, a.u.: -3258.4935

Geometry as XYZ:
```
6
Properties=species:S:1:pos:R:3:forces:R:3
P 1.166030 -0.440334 -0.289860 0.74 -0.07 -0.10
P -0.085104 1.358861 -0.173722 -0.79 -1.30 2.15
Br -2.141203 0.278810 -0.321502 0.54 0.62 0.05
H 0.460742 -1.056127 0.737468 -0.08 -0.46 0.19
H 0.537888 -1.180364 -1.307294 -0.11 0.19 -0.21
H 0.061645 1.039154 1.354910 -0.29 1.03 -2.08
```
Forces are in eV/Å.

***

Entry from the OMol25 dataset: 2 unconnected molecules or ions with the total composition BrH4N2OP (wB97M-V/def2-TZVPD).

Gap between HOMO and LUMO, eV: 9.919
Total charge: 0
DFT total energy, a.u.: -3102.5392

Geometry as XYZ:
```
9
Properties=species:S:1:pos:R:3:forces:R:3
N 1.623483 1.173941 0.547015 0.09 0.10 0.44
N -0.452067 -0.147146 1.627663 -1.38 0.93 3.77
O -0.019503 -0.488562 -0.844060 0.04 0.38 0.47
P 0.433116 0.250684 0.349831 1.06 -0.35 -2.08
Br -1.785739 -1.242390 -3.302532 1.20 0.45 0.56
H 2.410931 1.420961 -0.083810 -1.37 -0.60 0.59
H -1.494230 -0.436696 1.605610 2.75 0.64 -0.36
H -0.131083 0.249769 2.598536 -0.96 -1.01 -2.68
H -0.584908 -0.780561 -2.498252 -1.44 -0.53 -0.71
```
Forces are in eV/Å.

***

The calculation returns the following energy relative to the best compared isomer or geometry (same formula, charge and spin) values, one per record and in order: 3.587, 1.816, 3.761, 0.000, 0.165, 0.846, 3.204, 1.218, 0.015, 3.086, 0.228, 1.041 eV.